(1)
{"formula": "C4H10NO", "method": "ωB97M-V with the def2-TZVPD basis set", "species": ["C", "C", "C", "C", "N", "O", "H", "H", "H", "H", "H", "H", "H", "H", "H", "H"], "coordinates": [[-2.005, -1.100, -0.316], [0.734, -0.384, -0.146], [1.234, -0.436, -1.561], [0.010, 1.077, 1.680], [0.155, 0.651, 0.317], [-1.008, -1.700, -0.698], [-1.804, 0.002, 0.040], [-3.051, -1.596, -0.467], [0.772, -1.227, 0.580], [1.050, 0.480, -2.059], [0.614, -1.176, -2.135], [2.292, -0.689, -1.621], [0.827, 1.772, 2.002], [-0.907, 1.714, 1.723], [-0.293, 0.346, 2.493], [-0.117, 1.374, -0.462]], "mulliken_charge": [0.024, 0.340, -1.167, -0.859, -0.242, -0.411, 0.152, 0.310, 0.401, 0.363, 0.342, 0.333, 0.345, 0.352, 0.339, 0.377], "homo_lumo_gap_ev": 11.08, "fmax_ev_per_a": 3.559, "relative_energy_kcal_mol": 54.3, "charge": 1}

(2)
{"formula": "C4H10NO", "method": "ωB97M-V with the def2-TZVPD basis set", "species": ["C", "C", "C", "C", "N", "H", "H", "H", "H", "H", "H", "H", "H", "H", "H", "O"], "coordinates": [[-0.505, 0.137, 1.216], [-0.713, 1.006, 0.025], [-1.093, 2.284, 0.003], [0.059, -0.693, -1.495], [-0.236, 0.531, -1.249], [0.477, -0.335, 1.319], [-0.471, 0.862, 2.046], [-1.372, -0.519, 1.310], [-1.243, 2.866, -0.907], [-1.458, 2.837, 0.860], [0.679, -1.090, -2.272], [-0.239, -1.388, -0.704], [-0.112, 1.242, -1.966], [2.850, -2.439, 0.819], [1.367, -2.955, 0.670], [2.011, -2.346, 0.324]], "mulliken_charge": [-1.340, 0.932, -0.937, -0.176, -0.001, 0.402, 0.342, 0.385, 0.267, 0.278, 0.334, 0.218, 0.286, 0.320, 0.327, -0.638], "homo_lumo_gap_ev": 9.44, "fmax_ev_per_a": 1.966, "relative_energy_kcal_mol": 37.2, "charge": 1}

(3)
{"formula": "C4H10NO", "method": "ωB97M-V with the def2-TZVPD basis set", "species": ["C", "C", "C", "N", "C", "O", "H", "H", "H", "H", "H", "H", "H", "H", "H", "H"], "coordinates": [[0.753, 1.519, -0.033], [0.550, 0.027, 0.240], [-0.857, -0.271, 0.758], [-1.739, -0.588, -0.382], [1.491, -0.922, -0.401], [1.613, -0.535, 0.965], [1.603, 1.662, 0.594], [-0.084, 2.194, 0.401], [0.985, 1.814, -1.035], [-1.075, 0.731, 1.269], [-0.724, -1.039, 1.471], [-1.525, -1.519, -0.759], [-1.567, 0.121, -1.201], [-2.796, -0.614, -0.303], [1.114, -1.957, -0.480], [2.258, -0.623, -1.103]], "mulliken_charge": [-1.453, 1.137, -0.932, -0.334, -0.591, -0.480, 0.438, 0.343, 0.357, 0.410, 0.373, 0.381, 0.417, 0.376, 0.258, 0.301], "homo_lumo_gap_ev": 10.51, "fmax_ev_per_a": 3.115, "relative_energy_kcal_mol": 55.8, "charge": 1, "smiles": "C[C@@]1(C[NH3+])CO1"}

(4)
{"formula": "C4H10NO", "method": "ωB97M-V with the def2-TZVPD basis set", "species": ["C", "C", "N", "H", "H", "H", "H", "H", "H", "O", "C", "C", "H", "H", "H", "H"], "coordinates": [[-2.016, 1.629, 0.632], [0.244, 1.589, -0.219], [-0.837, 0.972, 0.071], [-2.396, 1.009, 1.464], [-2.798, 1.727, -0.146], [-1.733, 2.629, 0.999], [0.319, 2.666, -0.029], [1.001, 1.096, -0.817], [-0.895, -0.019, -0.268], [-0.474, -1.730, -0.565], [0.541, -1.729, 0.103], [1.870, -2.002, -0.511], [0.459, -1.688, 1.224], [2.361, -2.880, -0.067], [2.532, -1.142, -0.271], [1.824, -2.127, -1.600]], "mulliken_charge": [-0.711, -0.055, 0.070, 0.329, 0.331, 0.297, 0.301, 0.246, 0.254, -0.115, 0.404, -0.849, 0.401, 0.372, 0.352, 0.372], "homo_lumo_gap_ev": [10.57, 6.99], "fmax_ev_per_a": 2.082, "spin_multiplicity": 2, "relative_energy_kcal_mol": 39.1, "charge": 2}

(5)
{"formula": "C4H10NO", "method": "ωB97M-V with the def2-TZVPD basis set", "species": ["O", "C", "C", "C", "C", "N", "H", "H", "H", "H", "H", "H", "H", "H", "H", "H"], "coordinates": [[0.405, 2.587, -1.089], [0.356, 1.859, -0.166], [0.182, 0.263, -0.426], [-0.233, -0.449, 0.835], [-1.687, -0.960, 0.714], [1.483, -0.242, -1.014], [0.385, 2.148, 0.912], [-0.588, 0.189, -1.195], [-0.166, 0.188, 1.729], [0.483, -1.228, 1.141], [-2.315, -0.104, 0.462], [-1.736, -1.721, -0.062], [-2.002, -1.411, 1.656], [2.286, 0.002, -0.421], [1.675, 0.146, -1.953], [1.472, -1.266, -1.124]], "mulliken_charge": [0.037, 0.014, 0.124, -0.677, -1.233, -0.325, 0.463, 0.478, 0.374, 0.408, 0.391, 0.372, 0.382, 0.395, 0.410, 0.388], "homo_lumo_gap_ev": [9.82, 6.18], "fmax_ev_per_a": 1.521, "spin_multiplicity": 2, "relative_energy_kcal_mol": 39.6, "charge": 2}

(6)
{"formula": "C4H10NO2", "method": "ωB97M-V with the def2-TZVPD basis set", "species": ["C", "O", "C", "N", "H", "H", "H", "H", "H", "H", "O", "C", "C", "H", "H", "H", "H"], "coordinates": [[-0.487, -0.764, -0.498], [-0.768, -0.086, 0.640], [-0.331, -2.278, -0.258], [0.149, -2.966, -1.468], [-1.257, -0.628, -1.290], [0.480, -0.442, -0.975], [0.332, -2.376, 0.605], [-1.301, -2.690, 0.002], [0.991, -2.511, -1.796], [0.392, -3.928, -1.284], [-0.781, 4.124, 0.430], [0.087, 3.276, 0.366], [0.390, 2.235, 1.344], [0.754, 3.285, -0.524], [-0.038, 2.473, 2.322], [1.465, 2.106, 1.418], [-0.080, 1.173, 0.967]], "mulliken_charge": [-0.352, -0.806, -0.358, -0.596, 0.187, 0.161, 0.239, 0.259, 0.212, 0.198, -0.566, 0.205, -0.736, 0.275, 0.264, 0.253, 0.162], "homo_lumo_gap_ev": 7.46, "fmax_ev_per_a": 0.401, "relative_energy_kcal_mol": 65.1, "charge": -1}